This record from the Open Molecules 2025 dataset describes a 2-piece molecular cluster, C2H9N2O overall in a non-equilibrium geometry. The level of theory is ωB97M-V/def2-TZVPD.

Positions of all 14 atoms, in Å:
C -0.417 -2.032 0.663
O -0.077 -1.431 -0.547
H -1.219 -1.405 1.128
H 0.361 -2.129 1.429
H -0.888 -3.006 0.427
N -0.365 1.258 -1.281
C 0.153 1.471 0.063
N 1.456 0.844 0.216
H -1.318 1.615 -1.382
H -0.497 0.239 -1.309
H -0.492 1.031 0.843
H 0.163 2.534 0.343
H 1.938 1.150 -0.629
H 1.202 -0.140 0.037

Cartesian forces, eV/Å:
C -1.3 1.1 -1.8
O 0.7 -0.3 0.7
H 0.0 -0.4 0.4
H 0.5 -0.2 0.1
H 0.1 -0.3 0.7
N -0.6 0.2 -0.3
C -0.6 0.1 1.1
N -0.2 0.6 -0.3
H 0.3 0.2 0.2
H 0.3 -0.4 0.0
H 0.0 -0.2 -0.2
H 0.3 0.1 -0.4
H 0.3 -0.2 0.1
H 0.2 -0.3 -0.2

The total energy comes out at -266.32800 a.u. The calculation puts the gap between HOMO and LUMO at 7.3 eV. The value obtained for the HOMO energy is -2.686 eV. The charge is -1. The value obtained for the lowest unoccupied orbital energy is 0.1688 Ha.

=====

This record from the Open Molecules 2025 dataset describes one molecule with the formula C11H13NO4. The level of theory is ωB97M-V/def2-TZVPD.

Positions of all 29 atoms, in Å:
C -2.316 0.437 -2.029
C -1.330 1.049 -1.056
O -1.647 1.606 -0.030
N -0.038 0.915 -1.447
H 0.184 0.446 -2.310
C 1.057 1.364 -0.631
C 2.043 2.221 -1.402
O 2.993 2.770 -0.914
O 1.771 2.277 -2.712
H 2.422 2.838 -3.164
H 0.618 1.971 0.171
C 1.816 0.176 0.010
C 0.871 -0.613 0.869
C 0.191 -1.707 0.356
C -0.728 -2.396 1.126
C -0.984 -1.993 2.430
C -0.305 -0.895 2.953
C 0.607 -0.215 2.174
H 1.123 0.640 2.584
H -0.515 -0.591 3.965
O -1.875 -2.640 3.228
H -2.287 -3.363 2.740
H -1.253 -3.248 0.713
H 0.382 -2.034 -0.657
H 2.228 -0.452 -0.784
H 2.639 0.580 0.600
H -2.178 -0.642 -2.057
H -2.163 0.839 -3.027
H -3.326 0.658 -1.700

Cartesian forces, eV/Å:
C -0.1 0.1 0.2
C -0.2 -0.2 -0.4
O -0.2 0.2 0.3
N 0.4 0.0 -0.1
H -0.1 0.1 0.0
C 0.1 -0.1 0.1
C 0.1 0.2 0.2
O 0.0 0.0 0.2
O -0.2 0.0 -0.6
H 0.1 -0.1 0.3
H 0.2 0.0 -0.2
C -0.2 0.3 0.1
C 0.2 -0.1 -0.1
C 0.1 0.1 0.1
C -0.2 -0.1 0.1
C 0.2 0.1 -0.3
C -0.2 -0.2 0.1
C 0.0 -0.2 -0.1
H 0.1 0.1 0.1
H 0.0 0.0 0.1
O -0.2 -0.1 0.2
H 0.1 0.1 0.0
H 0.0 -0.1 0.0
H 0.0 0.0 -0.1
H 0.1 0.0 0.0
H 0.1 0.0 -0.1
H 0.0 -0.1 0.0
H 0.0 0.0 -0.1
H 0.0 0.0 0.0

As for the SMILES: CC(=O)N[C@@H](Cc1ccc(O)cc1)C(=O)O. The total energy comes out at -782.73202 a.u. The calculation puts the gap between HOMO and LUMO at 9.0 eV. The value obtained for the HOMO energy is -8.489 eV. The value obtained for the lowest unoccupied orbital energy is 0.0181 Ha.

=====

This record from the Open Molecules 2025 dataset describes a 2-piece molecular cluster, C2H8O2 overall in a non-equilibrium geometry. The level of theory is ωB97M-V/def2-TZVPD.

Positions of all 12 atoms, in Å:
C 2.341 0.100 0.178
C -2.094 -0.528 0.062
H 0.543 0.100 -0.314
H 3.389 -0.245 -0.145
H 2.255 1.215 0.068
H 2.268 -0.111 1.265
H -1.958 1.564 -0.566
H -1.712 -1.003 0.943
H -3.089 -0.080 0.217
H -2.036 -1.232 -0.808
O 1.345 -0.433 -0.665
O -1.252 0.652 -0.234

Cartesian forces, eV/Å:
C 1.9 1.0 -0.3
C -0.1 1.7 -1.6
H 1.2 -1.5 -1.5
H -1.6 0.5 0.3
H 0.7 -0.7 0.3
H -0.3 -0.3 -0.5
H 3.5 -4.6 1.6
H 0.2 -0.1 0.5
H 0.1 -1.1 0.1
H -0.3 0.6 0.8
O -1.8 1.0 1.7
O -3.4 3.5 -1.2

As for the SMILES: CO.CO. The total energy comes out at -231.39054 a.u. The calculation puts the gap between HOMO and LUMO at 10.0 eV. The value obtained for the HOMO energy is -9.669 eV. The value obtained for the lowest unoccupied orbital energy is 0.0118 Ha.

=====

This record from the Open Molecules 2025 dataset describes one molecule with the formula C19H21NOS2 in a non-equilibrium geometry. The level of theory is ωB97M-V/def2-TZVPD.

Positions of all 44 atoms, in Å:
C 3.385 -1.559 -1.787
C 2.399 -1.324 -0.641
N 1.564 -2.527 -0.420
C 0.560 -2.373 0.552
S -0.568 -1.050 0.150
S 0.241 -3.345 1.886
C 2.215 -3.855 -0.491
C 3.208 -3.930 -1.662
O 4.089 -2.801 -1.699
H 2.848 -1.507 -2.759
H 4.177 -0.795 -1.764
H 2.945 -1.057 0.299
H 1.715 -0.489 -0.871
H 2.732 -4.082 0.466
H 1.411 -4.602 -0.602
H 3.881 -4.795 -1.560
H 2.667 -4.013 -2.626
C 1.796 3.453 -2.087
C 0.999 3.074 -0.871
C 1.585 2.571 0.298
C 0.823 1.869 1.231
C -0.532 1.580 0.973
C -1.146 0.249 1.496
C -2.683 0.249 1.583
C -3.392 0.479 2.784
C -4.792 0.692 2.784
C -5.497 0.581 1.584
C -4.815 0.278 0.406
C -3.407 0.216 0.400
C -1.158 2.390 0.002
C -0.399 3.118 -0.914
H 1.153 3.489 -2.973
H 2.257 4.439 -2.009
H 2.623 2.756 -2.281
H 2.675 2.651 0.423
H 1.285 1.460 2.138
H -0.724 -0.092 2.451
H -2.833 0.579 3.717
H -5.322 0.958 3.706
H -6.585 0.720 1.591
H -5.351 0.119 -0.533
H -2.888 0.203 -0.549
H -2.247 2.380 -0.084
H -0.894 3.643 -1.736

Cartesian forces, eV/Å:
C 0.0 -0.2 -0.3
C 0.3 0.0 0.2
N -1.0 0.0 1.1
C 0.0 -0.4 1.1
S -0.3 0.9 -0.7
S 0.7 0.6 -1.3
C 0.3 0.1 0.5
C 0.0 0.4 -0.1
O -0.6 0.1 0.3
H 0.2 0.0 0.4
H -0.4 -0.1 -0.1
H -0.3 -0.3 -0.6
H 0.5 -0.3 0.0
H -0.2 0.2 -0.4
H 0.4 0.3 0.0
H -0.5 0.2 0.0
H 0.1 0.1 0.3
C 0.3 0.4 -0.2
C -0.4 -0.2 0.1
C 0.1 0.0 -0.1
C -0.1 -0.4 0.0
C 0.2 -0.1 -0.1
C 0.0 0.0 0.3
C 0.1 0.6 0.1
C -0.2 0.2 -0.2
C 1.0 -0.1 -0.2
C -0.1 -0.3 0.1
C 0.5 0.3 0.0
C -1.2 -0.1 0.0
C -0.1 -0.6 0.2
C 0.2 -0.2 0.2
H 0.1 -0.1 0.2
H 0.0 0.1 0.1
H -0.3 0.0 0.1
H -0.5 0.0 0.1
H 0.0 -0.1 -0.5
H 0.1 0.2 -0.3
H -0.2 -0.1 -0.2
H 0.3 -0.2 -0.4
H 0.5 -0.1 -0.1
H 0.1 0.3 0.3
H 0.0 -0.4 0.0
H 0.4 -0.1 -0.1
H 0.1 -0.2 0.3

As for the SMILES: Cc1ccc([C@H](SC(=S)N2CCOCC2)c2ccccc2)cc1. The total energy comes out at -1662.91037 a.u. The calculation puts the gap between HOMO and LUMO at 8.0 eV. The value obtained for the HOMO energy is -8.102 eV. The value obtained for the lowest unoccupied orbital energy is -0.0050 Ha.

=====

This record from the Open Molecules 2025 dataset describes a 14-piece molecular cluster, C4H34NO15S overall in a non-equilibrium geometry. The level of theory is ωB97M-V/def2-TZVPD.

Positions of all 55 atoms, in Å:
O -1.076 3.348 2.096
C -0.521 2.936 1.103
C 0.539 1.794 1.194
C 0.262 1.060 2.498
S 1.659 1.357 3.640
N -0.094 0.976 0.058
C 0.955 0.539 -0.904
O 1.608 -0.625 -0.542
H -0.756 3.353 0.120
H 1.551 2.011 0.914
H 0.277 -0.004 2.274
H -0.604 1.407 3.057
H 1.156 2.496 4.144
H -0.632 0.167 0.347
H 0.410 0.370 -1.864
H 1.726 1.316 -0.995
H 0.979 -1.846 0.045
H 1.179 -2.802 1.365
O 0.678 -2.691 0.556
H 0.259 -1.367 -3.831
H 1.751 -1.705 -3.739
O 1.008 -1.610 -4.382
H -1.526 2.173 -1.720
H -2.627 1.413 -1.877
O -2.485 2.358 -1.690
H 4.225 2.029 -1.270
H 3.868 3.159 -2.233
O 4.180 3.007 -1.334
H -3.837 -0.353 4.188
H -2.414 -0.163 4.185
O -3.069 -0.674 4.679
H -4.350 -1.855 0.145
H -4.622 -1.182 1.510
O -5.042 -1.528 0.720
H -0.938 -2.692 -0.074
H -2.036 -1.884 -0.977
O -1.862 -2.642 -0.413
H 1.895 4.535 -0.551
H 1.810 3.159 -1.208
O 1.284 3.817 -0.743
H -2.551 -2.754 2.681
H -2.532 -2.416 1.056
O -2.736 -2.127 1.985
H -0.188 -3.489 -4.197
H 0.137 -3.706 -2.715
O -0.585 -3.519 -3.321
H 3.338 -0.026 -1.238
H 4.748 -0.416 -1.670
O 4.272 0.284 -1.217
H -3.556 -3.225 -2.222
H -2.208 -2.670 -2.779
O -3.129 -2.450 -2.587
H 2.504 -1.251 -1.729
H 2.884 -2.739 -2.180
O 2.905 -1.826 -2.476

Cartesian forces, eV/Å:
O -0.3 0.0 -0.2
C 1.2 0.9 1.1
C -4.6 -1.2 -1.3
C 1.9 0.1 0.4
S 0.0 0.0 0.5
N 2.2 0.7 -0.8
C -1.1 -1.3 0.1
O 0.5 0.2 -0.5
H 0.1 -0.3 0.0
H 0.3 0.2 0.4
H -0.2 -0.1 0.3
H -0.2 -0.2 -0.6
H 0.1 0.0 0.0
H 0.2 0.0 0.4
H 0.4 0.4 0.0
H -0.5 0.4 -0.2
H 0.4 0.0 0.7
H 0.0 0.3 -0.1
O -0.4 -0.2 -0.6
H 0.0 0.0 0.0
H -0.2 0.2 -0.2
O 0.3 0.1 -0.2
H 0.2 1.3 0.6
H -1.4 0.2 0.1
O 1.1 -1.5 -0.6
H 0.2 0.1 0.0
H 0.2 0.0 0.0
O -0.3 0.0 -0.2
H -0.4 -0.4 0.3
H 0.5 -0.3 0.3
O -0.2 0.7 -0.5
H 0.3 0.0 0.2
H 0.5 -0.4 -0.1
O -1.1 0.3 -0.3
H -0.1 0.4 -0.1
H 0.3 0.0 -0.1
O 0.2 -0.6 0.5
H 0.1 -0.1 0.0
H 0.3 0.1 0.1
O -0.1 0.4 -0.3
H 0.2 -0.4 -0.3
H 0.3 -0.4 1.0
O -0.2 0.9 0.0
H 0.2 0.3 0.0
H 0.0 0.1 0.1
O -0.5 -0.5 0.2
H 0.6 0.3 0.7
H 0.0 0.0 -0.1
O -0.4 0.1 0.0
H 0.3 -0.2 0.1
H 0.0 -0.6 -0.1
O -0.6 1.0 -0.7
H -0.7 -1.1 -0.1
H -0.1 0.1 0.3
O 0.3 0.2 0.0

The total energy comes out at -1754.38098 a.u. The calculation puts the gap between HOMO and LUMO at 8.5 eV. The value obtained for the HOMO energy is -6.094 eV. The charge is -1. The value obtained for the lowest unoccupied orbital energy is 0.0883 Ha.

=====

This record from the Open Molecules 2025 dataset describes a 2-piece molecular cluster, C4H8N2O2 overall in a non-equilibrium geometry. The level of theory is ωB97M-V/def2-TZVPD.

Positions of all 16 atoms, in Å:
C -0.510 -2.350 0.035
C -2.221 -0.677 0.285
C 1.686 1.163 -0.304
C -1.565 -1.801 -0.449
N 2.824 -0.815 0.047
N 1.740 -0.180 0.131
O 0.547 -2.735 0.142
O 3.931 -0.409 -0.192
H -1.780 0.328 0.225
H -2.032 -0.965 1.329
H -3.298 -0.695 0.090
H 2.734 1.454 -0.733
H 0.838 1.175 -0.950
H 1.555 1.823 0.542
H 2.801 -1.827 0.300
H -1.921 -2.392 -1.288

Cartesian forces, eV/Å:
C -0.7 0.8 -1.6
C -0.3 -0.4 1.1
C 3.5 0.7 -0.3
C -1.3 0.4 -0.5
N -2.0 -0.4 1.2
N -0.4 -2.3 0.5
O 3.4 -2.1 1.5
O 2.6 1.1 -1.0
H -0.2 -0.3 -0.7
H -0.7 0.5 0.1
H 0.3 0.4 0.2
H -2.1 -0.2 0.1
H -0.4 0.7 -0.7
H -0.4 0.2 0.3
H -0.8 0.6 -0.1
H -0.4 0.4 -0.1

As for the SMILES: C/N=[NH+]\[O-].CC=C=O. The total energy comes out at -417.04187 a.u. The calculation puts the gap between HOMO and LUMO at 9.4 eV. The value obtained for the HOMO energy is -8.721 eV. The value obtained for the lowest unoccupied orbital energy is 0.0245 Ha.

=====

Q: Among the records above, which one has the highest HOMO?
A: C2H9N2O

=====

Q: Among the records above, which one has the lowest HOMO?
A: C2H8O2

=====

Copy entry 2 word for word.
This record from the Open Molecules 2025 dataset describes one molecule with the formula C11H13NO4. The level of theory is ωB97M-V/def2-TZVPD.

Positions of all 29 atoms, in Å:
C -2.316 0.437 -2.029
C -1.330 1.049 -1.056
O -1.647 1.606 -0.030
N -0.038 0.915 -1.447
H 0.184 0.446 -2.310
C 1.057 1.364 -0.631
C 2.043 2.221 -1.402
O 2.993 2.770 -0.914
O 1.771 2.277 -2.712
H 2.422 2.838 -3.164
H 0.618 1.971 0.171
C 1.816 0.176 0.010
C 0.871 -0.613 0.869
C 0.191 -1.707 0.356
C -0.728 -2.396 1.126
C -0.984 -1.993 2.430
C -0.305 -0.895 2.953
C 0.607 -0.215 2.174
H 1.123 0.640 2.584
H -0.515 -0.591 3.965
O -1.875 -2.640 3.228
H -2.287 -3.363 2.740
H -1.253 -3.248 0.713
H 0.382 -2.034 -0.657
H 2.228 -0.452 -0.784
H 2.639 0.580 0.600
H -2.178 -0.642 -2.057
H -2.163 0.839 -3.027
H -3.326 0.658 -1.700

Cartesian forces, eV/Å:
C -0.1 0.1 0.2
C -0.2 -0.2 -0.4
O -0.2 0.2 0.3
N 0.4 0.0 -0.1
H -0.1 0.1 0.0
C 0.1 -0.1 0.1
C 0.1 0.2 0.2
O 0.0 0.0 0.2
O -0.2 0.0 -0.6
H 0.1 -0.1 0.3
H 0.2 0.0 -0.2
C -0.2 0.3 0.1
C 0.2 -0.1 -0.1
C 0.1 0.1 0.1
C -0.2 -0.1 0.1
C 0.2 0.1 -0.3
C -0.2 -0.2 0.1
C 0.0 -0.2 -0.1
H 0.1 0.1 0.1
H 0.0 0.0 0.1
O -0.2 -0.1 0.2
H 0.1 0.1 0.0
H 0.0 -0.1 0.0
H 0.0 0.0 -0.1
H 0.1 0.0 0.0
H 0.1 0.0 -0.1
H 0.0 -0.1 0.0
H 0.0 0.0 -0.1
H 0.0 0.0 0.0

As for the SMILES: CC(=O)N[C@@H](Cc1ccc(O)cc1)C(=O)O. The total energy comes out at -782.73202 a.u. The calculation puts the gap between HOMO and LUMO at 9.0 eV. The value obtained for the HOMO energy is -8.489 eV. The value obtained for the lowest unoccupied orbital energy is 0.0181 Ha.